{
  "formula": "CHF3O2P",
  "method": "the ωB97M-V functional and the def2-TZVPD basis",
  "symbols": ["C", "O", "O", "F", "F", "F", "P", "H"],
  "positions_angstrom": [[-0.679, 0.284, -0.133], [1.601, -0.298, 1.371], [1.800, 1.248, -0.721], [-2.773, -2.105, 1.259], [-0.953, 0.515, -1.402], [-1.194, 1.296, 0.519], [1.215, 0.099, 0.015], [0.983, -1.039, -0.909]],
  "nbo_charge": [0.597, -1.095, -1.084, -0.570, -0.304, -0.293, 1.928, -0.179],
  "total_charge": -1,
  "homo_energy_ev": [-6.897, -4.561],
  "lumo_energy_ev": [1.75, 0.10],
  "gap_ha": [0.3178, 0.1714]
}

{
  "formula": "C2H2LiNaO",
  "method": "the ωB97M-V functional and the def2-TZVPD basis",
  "symbols": ["O", "Na", "Li", "C", "C", "H", "H"],
  "positions_angstrom": [[1.399, -1.220, -0.947], [0.061, 0.983, 1.475], [-0.340, -2.248, 1.524], [1.737, 0.158, -1.701], [1.608, 1.285, -1.003], [1.425, 0.043, -2.751], [2.273, 1.401, -0.110]],
  "nbo_charge": [-0.901, 0.591, 0.374, 0.073, -0.461, 0.177, 0.148],
  "homo_energy_ev": [-5.444, -7.172],
  "lumo_energy_ev": [-0.88, -1.04],
  "gap_ha": [0.1677, 0.2253]
}

{
  "formula": "C4H9NO2",
  "method": "the ωB97M-V functional and the def2-TZVPD basis",
  "symbols": ["C", "C", "N", "C", "O", "O", "C", "H", "H", "H", "H", "H", "H", "H", "H", "H"],
  "positions_angstrom": [[-2.049, 0.790, 0.863], [-1.771, -0.530, 0.148], [-0.605, -0.464, -0.716], [0.653, -0.477, -0.189], [0.956, -0.855, 0.924], [1.533, -0.017, -1.109], [2.885, 0.058, -0.675], [-2.118, 1.613, 0.142], [-2.991, 0.748, 1.419], [-1.241, 1.015, 1.566], [-1.601, -1.331, 0.873], [-2.623, -0.823, -0.474], [-0.694, 0.055, -1.577], [3.468, 0.280, -1.570], [3.011, 0.859, 0.060], [3.206, -0.886, -0.230]],
  "nbo_charge": [-0.623, -0.218, -0.629, 0.882, -0.651, -0.526, -0.255, 0.200, 0.213, 0.220, 0.220, 0.195, 0.396, 0.192, 0.186, 0.199],
  "homo_energy_ev": -9.770,
  "lumo_energy_ev": 0.92,
  "gap_ha": 0.3929
}

{
  "formula": "C3H9N2O",
  "method": "the ωB97M-V functional and the def2-TZVPD basis",
  "symbols": ["C", "C", "C", "N", "N", "O", "H", "H", "H", "H", "H", "H", "H", "H", "H"],
  "positions_angstrom": [[-0.614, -0.944, 1.512], [1.316, -0.557, -0.024], [-0.228, 1.261, -1.425], [-0.045, -0.319, 0.361], [-0.717, 0.505, -0.328], [-2.089, 0.827, 0.001], [-1.125, -1.874, 1.240], [0.170, -1.175, 2.231], [-1.363, -0.281, 1.952], [1.380, -0.857, -1.073], [1.922, 0.346, 0.103], [1.746, -1.344, 0.591], [0.647, 1.853, -1.139], [-1.034, 1.932, -1.728], [0.034, 0.627, -2.275]],
  "nbo_charge": [-0.455, -0.457, -0.480, 0.001, 0.344, -0.350, 0.268, 0.252, 0.283, 0.252, 0.253, 0.267, 0.260, 0.300, 0.265],
  "total_charge": 1,
  "homo_energy_ev": [-15.567, -15.570],
  "lumo_energy_ev": [-6.16, -6.16],
  "gap_ha": [0.3458, 0.3459]
}

{
  "formula": "C39H27F5N3O2Se4Tl",
  "method": "the ωB97M-V functional and the def2-TZVPD basis",
  "symbols": ["Tl", "Se", "Se", "Se", "Se", "C", "C", "C", "C", "N", "C", "C", "C", "C", "C", "C", "C", "H", "H", "H", "H", "H", "H", "H", "H", "O", "C", "C", "C", "C", "N", "C", "C", "C", "C", "C", "C", "O", "C", "C", "N", "H", "H", "H", "H", "H", "H", "H", "H", "H", "H", "H", "H", "C", "C", "C", "C", "C", "C", "C", "C", "C", "C", "H", "H", "H", "H", "H", "H", "H", "F", "C", "C", "C", "F", "C", "F", "C", "F", "C", "F"],
  "positions_angstrom": [[1.476, 0.998, 1.909], [6.714, -0.057, 4.200], [6.238, 1.932, 3.054], [5.331, 1.492, 0.869], [3.199, 2.704, 0.926], [-1.605, 4.787, 3.709], [-1.839, 4.252, 4.964], [-1.036, 3.197, 5.358], [0.052, 2.737, 4.566], [0.266, 3.322, 3.404], [-0.568, 4.265, 2.978], [0.979, 1.714, 5.038], [1.232, 1.488, 6.429], [2.176, 0.552, 6.863], [2.935, -0.133, 5.949], [2.655, -0.010, 4.593], [1.692, 0.902, 4.158], [-2.297, 5.523, 3.293], [-2.638, 4.629, 5.652], [-1.331, 2.677, 6.285], [-0.367, 4.648, 1.940], [0.655, 2.026, 7.161], [2.385, 0.448, 7.889], [3.728, -0.776, 6.314], [3.191, -0.642, 3.867], [3.119, -3.341, -6.033], [3.204, -2.661, -4.795], [2.248, -1.464, -4.651], [2.562, -0.211, -5.265], [1.674, 0.821, -5.094], [0.481, 0.704, -4.478], [0.149, -0.501, -4.002], [1.028, -1.597, -3.966], [-1.329, -0.746, -3.732], [-2.258, 0.290, -3.790], [-3.618, -0.009, -3.809], [-4.689, 1.014, -3.856], [-5.626, 0.847, -4.897], [-4.000, -1.331, -3.714], [-3.031, -2.284, -3.566], [-1.745, -2.039, -3.582], [2.175, -3.269, -6.344], [4.232, -2.238, -4.656], [3.025, -3.300, -3.937], [3.549, -0.095, -5.742], [1.923, 1.780, -5.590], [0.711, -2.450, -3.437], [-1.953, 1.367, -3.781], [-4.330, 2.020, -3.788], [-5.275, 0.923, -2.973], [-5.124, 0.711, -5.671], [-5.078, -1.520, -3.738], [-3.204, -3.352, -3.573], [-0.947, -4.007, 0.701], [-1.006, -2.949, 1.679], [-0.017, -2.026, 1.784], [0.977, -1.977, 0.754], [1.906, -0.845, 0.673], [2.871, -0.899, -0.284], [3.116, -2.126, -1.052], [2.301, -3.226, -0.935], [1.093, -3.119, -0.148], [0.098, -4.135, -0.151], [-1.831, -4.581, 0.566], [-1.866, -2.846, 2.338], [-0.159, -1.189, 2.452], [3.355, 0.068, -0.503], [3.853, -2.104, -1.842], [2.515, -4.111, -1.528], [0.156, -4.928, -0.832], [-0.398, 2.849, -0.256], [-1.342, 1.992, 0.289], [-1.042, 1.234, 1.325], [-2.105, 0.501, 1.888], [-1.880, -0.204, 2.992], [-3.339, 0.483, 1.289], [-4.308, -0.382, 1.671], [-3.641, 1.338, 0.229], [-4.876, 1.379, -0.343], [-2.627, 2.109, -0.313], [-2.900, 2.956, -1.352]],
  "lowdin_charge": [0.660, -0.419, -0.310, -0.117, -0.025, -0.098, -0.096, -0.026, -0.248, 0.103, -0.145, -0.201, -0.034, -0.106, -0.099, -0.119, -0.191, 0.097, 0.111, 0.107, 0.128, 0.083, 0.076, 0.095, 0.098, -0.072, -0.236, -0.167, -0.025, -0.142, 0.119, -0.194, 0.039, -0.168, 0.038, -0.203, -0.228, -0.033, -0.023, -0.156, 0.116, 0.113, 0.129, 0.092, 0.117, 0.110, 0.094, 0.135, 0.114, 0.109, 0.062, 0.124, 0.104, -0.100, -0.079, -0.062, -0.155, -0.205, -0.147, -0.077, -0.073, -0.158, -0.068, 0.077, 0.098, 0.062, 0.012, 0.082, 0.094, 0.083, 0.006, -0.263, -0.022, -0.255, 0.068, -0.151, 0.072, -0.137, 0.068, -0.123, 0.059],
  "total_charge": -2,
  "homo_energy_ev": -0.875,
  "lumo_energy_ev": 3.41,
  "gap_ha": 0.1575
}

{
  "formula": "C4H9NOS",
  "method": "the ωB97M-V functional and the def2-TZVPD basis",
  "symbols": ["C", "N", "C", "O", "C", "C", "S", "H", "H", "H", "H", "H", "H", "H", "H", "H"],
  "positions_angstrom": [[0.944, 1.048, -0.157], [1.021, -0.086, -1.013], [1.420, -1.352, -0.562], [1.276, -2.295, -1.282], [-0.487, 1.234, 0.334], [-1.151, 0.008, 0.892], [-1.793, -0.962, -0.485], [1.329, 1.959, -0.601], [1.587, 0.813, 0.696], [0.641, -0.233, -1.944], [1.973, -1.394, 0.387], [-1.062, 1.529, -0.551], [-0.635, 2.047, 1.048], [-2.059, 0.269, 1.451], [-0.605, -0.629, 1.593], [-2.398, -1.958, 0.196]],
  "mulliken_spin": [0.004, 0.236, -0.028, 0.038, 0.038, -0.042, 0.695, 0.011, -0.001, -0.009, -0.008, -0.009, 0.006, 0.053, 0.024, -0.006],
  "s2": 0.756,
  "total_charge": 1,
  "homo_energy_ev": [-14.695, -14.074],
  "lumo_energy_ev": [-3.47, -8.78],
  "multiplicity": 2,
  "gap_ha": [0.4125, 0.1946]
}

Computed relative energy (zero: lowest compared OMol25 entry of this formula, charge and spin), in the same sequence as the records: 144.9; 103.0; 10.1; 121.6; 10.1; 7.7 kcal/mol.
Computed calculated total energy, in the same sequence as the records: -830.09375; -322.22670; -363.06946; -304.05652; -12094.62304; -685.65584 hartree.